ORCA calculation (ωB97M-V/def2-TZVPD) on a molecular structure, C5H4AsBrF14NaO in a non-equilibrium geometry.

As for the net charge: -1.

Atoms and positions in Å:
Na1 5.09 -10.92 -4.16
As1 6.17 -7.43 -5.09
F1 6.61 -7.74 -6.79
F2 6.36 -9.16 -4.68
F3 6.00 -7.06 -3.33
F4 6.07 -5.71 -5.57
F5 4.45 -7.68 -5.34
F6 7.93 -7.21 -5.02
Br1 6.91 -12.36 -6.05
C1 2.54 -12.49 -5.79
C2 2.73 -13.04 -4.35
C3 1.49 -13.83 -4.01
F7 0.39 -13.09 -3.96
F8 1.22 -14.87 -4.83
F9 3.82 -13.83 -4.31
F10 2.91 -12.04 -3.43
O1 3.69 -11.66 -6.14
C4 3.55 -10.91 -7.35
C5 4.10 -11.73 -8.53
F11 3.57 -12.94 -8.69
F12 3.93 -11.07 -9.66
F13 2.29 -10.56 -7.49
F14 4.26 -9.79 -7.04
H1 1.64 -11.88 -5.75
H2 2.38 -13.35 -6.44
H3 1.61 -14.29 -3.03
H4 5.17 -11.85 -8.37

=====

ORCA calculation (ωB97M-V/def2-TZVPD) on 2 unconnected molecules or ions with the total composition C13H17N2O4S in a non-equilibrium geometry.

As for the net charge: -1.

Atoms and positions in Å:
C1 0.03 5.31 0.51
C2 -0.32 3.80 0.96
C3 -0.01 2.68 -0.15
O1 1.39 2.30 -0.25
C4 1.49 0.89 0.07
C5 0.82 -0.25 -0.82
O2 0.13 0.19 -2.01
C6 0.91 -1.76 -0.44
C7 0.16 -2.86 -1.37
C8 1.66 -2.28 0.84
N1 1.82 -3.61 1.38
S1 2.76 -3.50 2.84
N2 2.99 -1.79 2.81
C9 2.35 -1.13 1.70
C10 2.29 0.42 1.34
C11 3.07 1.46 2.31
H1 -0.07 5.49 -0.61
H2 -0.75 6.00 1.02
H3 1.04 5.61 0.95
H4 0.13 3.51 1.99
H5 -1.47 3.77 1.13
H6 -0.40 3.10 -1.16
H7 -0.72 1.79 0.09
H8 -0.85 0.16 -1.85
H9 -0.32 -3.70 -0.72
H10 -0.75 -2.36 -1.92
H11 0.93 -3.26 -2.12
H12 3.47 2.29 1.60
H13 2.40 1.90 3.12
H14 4.00 0.93 2.72
C12 -4.64 -3.65 -1.83
C13 -3.18 -3.50 -2.23
O3 -2.54 -4.58 -2.36
O4 -2.79 -2.31 -2.38
H15 -4.92 -4.70 -1.71
H16 -4.82 -3.14 -0.87
H17 -5.29 -3.21 -2.59

=====

no.,gap between HOMO and LUMO (eV)
1,6.8
2,5.8